Record 1
The following is a quantum chemistry calculation of a single CH4O molecule, from OMol25.

frontier orbital gap	11.35	eV
total charge	0
spin multiplicity	1
highest occupied orbital energy	-10.383	eV
SMILES string	CO
LUMO energy	0.97	eV

XYZ file:
```
6
Properties=species:S:1:pos:R:3:forces:R:3
C 0.561858 -0.364354 -0.170119 -1.1 -0.3 1.8
O -0.654378 0.343047 0.283809 0.4 1.4 -4.1
H 0.815856 -0.196507 -1.185524 0.0 0.4 -1.0
H 1.280398 0.079021 0.479862 1.3 -0.2 0.2
H 0.504663 -1.464642 -0.031522 -0.3 0.7 0.2
H -0.737040 1.023874 -0.512572 -0.3 -1.9 2.9
```
Positions in Å, forces in eV/Å.


Record 2
The following is a quantum chemistry calculation of a single C5H9NS2 molecule, from OMol25.

frontier orbital gap	9.34	eV
total charge	0
spin multiplicity	1
highest occupied orbital energy	-8.727	eV
SMILES string	CC1(C)CSC(S)=N1
LUMO energy	0.61	eV

XYZ file:
```
17
Properties=species:S:1:pos:R:3:forces:R:3
C -1.393021 0.357141 -1.239525 -0.8 -2.2 2.7
C -0.464351 0.084174 -0.070899 0.5 0.5 0.4
C -0.964377 0.638326 1.265708 0.9 -0.6 1.0
C -0.056140 -1.390739 0.030912 -0.7 -2.1 -0.7
S 1.656438 -1.381810 0.561444 0.9 -0.3 0.9
C 1.848100 0.296890 0.013941 -1.7 -0.7 -0.5
S 3.377762 1.106099 -0.195558 1.5 -1.3 0.5
N 0.750675 0.852349 -0.299063 1.5 0.8 -0.6
H -1.729471 1.291200 -1.444281 -0.2 3.3 -0.1
H -2.309622 -0.158774 -1.081533 -1.1 -0.7 0.7
H -1.128266 -0.089618 -2.106994 1.8 -1.2 -2.8
H -0.112838 1.038056 1.850207 -0.4 -0.2 -0.4
H -1.440960 -0.079635 1.939378 -0.3 0.0 -0.4
H -1.595555 1.449126 1.049599 -1.0 1.1 0.0
H -0.721475 -2.142136 0.627703 1.2 1.8 -0.6
H 0.010679 -1.870385 -0.971079 -0.4 0.5 0.4
H 4.272416 -0.000261 0.070041 -1.6 1.5 -0.3
```
Positions in Å, forces in eV/Å.


Record 3
The following is a quantum chemistry calculation of a single C3H4F3N3 molecule, from OMol25.

frontier orbital gap	10.66	eV
total charge	0
spin multiplicity	1
highest occupied orbital energy	-9.853	eV
SMILES string	FC(F)(F)N1CCN=N1
LUMO energy	0.81	eV

XYZ file:
```
13
Properties=species:S:1:pos:R:3:forces:R:3
F -0.678076 0.675432 -2.089255 0.4 0.9 -0.2
C 0.508693 1.008343 -1.557925 -0.1 0.7 3.6
F 0.585212 2.376758 -1.289116 -0.4 -1.7 -0.9
F 1.424128 0.725818 -2.421378 1.1 -0.3 -0.5
N 0.525447 0.303454 -0.246808 -1.8 -1.8 -0.8
C -0.744598 -0.402745 0.104950 3.7 -0.8 2.2
C -0.319347 -0.874154 1.544214 -2.0 -1.6 -0.1
N 1.074393 -0.485850 1.754610 -1.5 -1.2 -0.3
N 1.446761 0.052360 0.743221 3.6 3.1 -2.6
H -1.035058 -1.161247 -0.553660 0.2 -1.6 -0.9
H -1.438719 0.296801 -0.014921 -3.4 2.8 0.6
H -0.895764 -0.531202 2.393216 -0.4 0.6 -0.1
H -0.453071 -1.983767 1.632853 0.6 0.8 -0.2
```
Positions in Å, forces in eV/Å.


Record 4
The following is a quantum chemistry calculation of a molecular structure, C66H86BrGeNO2P3SiSn, from OMol25.

frontier orbital gap	5.92	eV
total charge	-1
spin multiplicity	1
highest occupied orbital energy	-3.664	eV
LUMO energy	2.26	eV

XYZ file:
```
162
Properties=species:S:1:pos:R:3:forces:R:3
Sn 0.583488 1.688211 0.263237 -0.1 0.0 -0.4
C -2.613911 -1.052341 -1.030776 0.1 0.0 0.1
C -3.261433 -0.973359 0.351614 0.0 0.1 -0.2
C -4.140102 -2.185500 0.639337 0.1 0.1 0.1
P -4.057526 0.704303 0.666699 -0.2 -0.4 0.1
C -5.873429 0.422386 0.273678 0.2 0.2 0.0
C -6.664735 1.631231 0.779335 0.0 -0.1 0.0
C -6.095237 0.257451 -1.229147 0.1 -0.1 0.1
C -4.060507 0.548923 2.507185 0.0 0.1 0.0
C -5.112356 -0.029927 3.220298 0.0 0.0 0.0
C -5.038568 -0.213520 4.591239 0.0 0.0 0.0
C -3.904541 0.194564 5.271699 0.0 0.1 0.0
C -2.862526 0.781933 4.572363 0.0 0.0 0.0
C -2.902985 0.974600 3.187384 -0.1 -0.2 -0.5
Si -1.375377 1.769519 2.269290 0.4 0.3 1.0
C -0.076739 1.206307 3.611409 0.0 -0.1 0.0
C 0.315948 2.067776 4.642544 0.0 0.0 -0.1
C 1.134946 1.653692 5.680370 0.0 0.0 0.0
C 1.580241 0.341933 5.723537 0.1 -0.1 0.1
C 1.245364 -0.524457 4.696180 -0.1 0.0 0.0
C 0.448486 -0.107959 3.626339 -0.1 0.0 0.1
P 0.057400 -1.222927 2.217204 0.1 -0.5 0.3
C -0.611587 -2.806481 3.014671 0.0 0.2 -0.1
C 0.317819 -3.837427 3.653710 0.0 0.0 -0.1
C -1.720736 -2.422607 3.992493 0.0 0.0 -0.1
C 1.715369 -1.705216 1.497426 -0.2 0.1 0.0
C 1.459421 -2.775274 0.434159 0.0 0.2 0.1
C 2.904216 -2.043299 2.391542 -0.1 0.0 0.0
C -1.629427 3.628104 2.789681 0.0 0.0 -0.2
C -2.427292 4.000616 3.878522 0.0 0.0 0.0
C -2.520736 5.310509 4.320126 0.0 0.0 0.1
C -1.797790 6.305854 3.681053 0.0 0.1 -0.1
C -1.053366 5.981689 2.560704 0.0 0.0 0.1
C -0.979434 4.664214 2.099488 0.1 0.2 0.1
P -0.237556 4.334200 0.456060 -0.6 0.6 -0.1
C -1.742226 4.809176 -0.569255 0.1 -0.1 -0.1
C -1.369721 5.022102 -2.033525 0.0 0.0 0.1
C -2.613125 5.977422 -0.111584 0.1 -0.2 0.1
C 0.960094 5.740469 0.113716 0.1 -0.2 0.0
C 1.906128 6.106772 1.266202 -0.1 -0.1 0.0
C 1.801363 5.351837 -1.111249 -0.1 0.0 -0.1
H -2.088631 -2.006569 -1.143763 0.0 0.0 0.0
H -1.879698 -0.251754 -1.143272 0.0 0.0 -0.1
H -3.351281 -0.968914 -1.832113 0.0 0.0 0.0
H -2.440692 -0.963349 1.073717 0.0 0.0 0.0
H -4.930012 -2.297941 -0.107267 0.0 0.0 0.0
H -4.595747 -2.114172 1.628739 0.0 -0.1 0.0
H -3.528766 -3.092636 0.621217 0.0 0.0 0.0
H -6.235064 -0.482291 0.768903 0.0 0.0 0.0
H -6.313722 2.538975 0.282587 0.0 0.0 0.0
H -6.548991 1.774232 1.853754 0.0 0.0 0.0
H -7.729573 1.510342 0.560981 0.0 0.0 0.0
H -5.779718 1.152563 -1.767245 0.0 0.0 0.0
H -7.156522 0.089307 -1.431163 0.0 0.0 0.0
H -5.537648 -0.591519 -1.626397 0.0 0.0 -0.1
H -6.014932 -0.353596 2.718118 0.0 0.0 0.0
H -5.862495 -0.681650 5.117447 0.0 0.0 0.0
H -3.824141 0.053790 6.343318 0.0 0.0 0.0
H -1.987442 1.089539 5.127930 0.1 0.0 0.0
H -0.040104 3.091861 4.629579 0.0 0.0 0.1
H 1.415407 2.350534 6.462170 0.0 0.0 0.0
H 2.202594 -0.000046 6.542336 0.0 0.0 0.0
H 1.607520 -1.542389 4.731952 0.1 0.0 0.0
H -1.081886 -3.290716 2.148338 0.0 0.0 0.0
H 0.846553 -3.434076 4.517790 0.0 0.0 0.0
H 1.046779 -4.227070 2.944955 0.0 0.0 0.1
H -0.285413 -4.681858 4.002358 0.0 0.0 0.0
H -1.302291 -1.956543 4.886445 0.0 0.0 0.0
H -2.293100 -3.303330 4.297841 0.0 0.0 0.0
H -2.412268 -1.709925 3.544119 -0.1 0.0 0.0
H 1.983031 -0.797491 0.948352 0.0 -0.1 -0.1
H 1.197888 -3.741783 0.871472 0.0 0.0 0.0
H 2.350431 -2.915846 -0.182925 0.0 0.0 0.0
H 0.640807 -2.470196 -0.223112 0.0 0.0 0.0
H 2.734769 -2.918609 3.019226 0.0 0.0 0.0
H 3.157126 -1.194623 3.025728 0.1 -0.1 0.0
H 3.768628 -2.251145 1.753918 0.0 0.0 0.0
H -2.985457 3.240844 4.407231 0.0 0.0 0.0
H -3.153733 5.554869 5.165566 0.0 0.0 0.0
H -1.833887 7.331684 4.027921 -0.1 0.0 0.0
H -0.566345 6.778897 2.014392 0.0 0.0 0.0
H -2.340577 3.893953 -0.481275 0.0 0.0 -0.1
H -0.815929 5.955541 -2.160974 0.0 0.0 0.0
H -2.276533 5.091460 -2.637815 0.0 0.0 0.0
H -0.763554 4.200549 -2.401131 0.0 0.0 -0.1
H -3.535154 5.965989 -0.698346 0.0 0.1 -0.1
H -2.119514 6.938373 -0.280006 0.0 0.0 0.0
H -2.887830 5.904346 0.936667 -0.1 0.0 0.0
H 0.348993 6.614637 -0.136917 0.0 0.0 0.0
H 2.289060 7.119600 1.115410 0.0 0.0 0.0
H 2.756699 5.429128 1.292571 0.0 0.0 0.0
H 1.425131 6.065128 2.240967 0.1 0.0 0.0
H 2.586088 6.092023 -1.286448 0.0 0.0 0.0
H 1.205071 5.278506 -2.018637 0.0 0.0 0.0
H 2.280546 4.382750 -0.958480 0.1 0.0 0.0
O 3.625934 1.370399 -2.591893 -0.1 -0.1 0.1
C 3.255840 0.395439 -1.914136 0.1 -0.3 0.0
O 2.529462 0.385718 -0.881575 0.3 0.3 0.0
C 3.623493 -1.033498 -2.393619 -0.1 0.3 -0.1
C 2.326128 -1.654154 -2.915718 0.2 -0.5 -0.1
Ge 2.332449 -3.554374 -3.474526 -0.1 0.0 -0.1
C 1.088944 -4.542782 -2.299267 0.1 0.1 -0.2
C 1.553580 -5.512865 -1.413575 0.0 0.0 -0.1
C 0.687751 -6.151927 -0.537134 0.0 -0.1 0.0
C -0.660338 -5.824784 -0.530505 0.0 0.0 0.0
C -1.136797 -4.852403 -1.398712 -0.1 0.0 0.0
C -0.265804 -4.214795 -2.268957 0.1 0.0 -0.1
C 1.700337 -3.588065 -5.354941 0.1 0.0 0.2
C 2.470135 -4.149572 -6.372247 0.0 0.0 0.1
C 2.062573 -4.089560 -7.697996 0.0 0.0 0.0
C 0.866432 -3.471440 -8.029300 0.0 0.0 0.0
C 0.085047 -2.911948 -7.028783 -0.1 0.0 0.0
C 0.507136 -2.958600 -5.708060 0.0 0.0 0.1
C 3.987869 -4.629860 -3.506192 -0.2 0.3 0.1
C 3.871052 -5.977023 -3.853252 0.0 0.1 0.0
C 4.989189 -6.790682 -3.941235 0.0 -0.1 0.0
C 6.248983 -6.264678 -3.685211 0.0 0.0 0.0
C 6.380254 -4.928146 -3.342037 0.1 0.0 0.0
C 5.256057 -4.117072 -3.250429 0.0 0.1 0.0
H 3.998152 -1.607709 -1.542304 0.1 0.0 0.0
H 4.387516 -0.967503 -3.170149 0.0 -0.1 0.0
H 1.973485 -1.082751 -3.776223 0.0 0.0 -0.1
H 1.573628 -1.562894 -2.128568 0.0 0.0 -0.1
H 2.607165 -5.767387 -1.405589 0.0 0.0 0.0
H 1.065429 -6.907011 0.141864 0.0 0.0 0.0
H -1.338040 -6.313914 0.158188 0.0 0.0 0.0
H -2.188612 -4.592487 -1.397571 0.0 0.0 0.0
H -0.643737 -3.441654 -2.929782 -0.1 0.0 0.0
H 3.403388 -4.640803 -6.124571 0.0 0.0 0.0
H 2.677327 -4.533000 -8.472051 0.0 0.0 0.0
H 0.549146 -3.413589 -9.063252 0.0 0.0 0.0
H -0.860828 -2.445812 -7.278729 0.0 0.1 0.0
H -0.101920 -2.492468 -4.940449 0.0 0.0 -0.1
H 2.886325 -6.387396 -4.053525 0.0 -0.1 0.0
H 4.880509 -7.833711 -4.212791 0.0 0.0 0.0
H 7.124631 -6.898522 -3.750224 0.0 0.0 0.0
H 7.362998 -4.515994 -3.148566 0.0 0.0 0.0
H 5.365856 -3.075526 -2.973449 0.0 0.0 0.0
C 3.785915 3.004271 3.492312 -0.1 -0.1 0.0
C 3.058446 1.967917 2.628740 0.1 0.0 -0.1
C 4.075939 1.128148 1.860191 -0.1 0.0 0.1
C 2.093894 2.677130 1.675374 -0.2 -0.1 0.1
H 4.438928 2.523496 4.227596 0.0 0.0 0.0
H 3.069805 3.629884 4.030945 0.0 0.0 0.0
H 4.405358 3.654706 2.867292 0.0 0.0 0.0
H 2.500779 1.314091 3.304247 0.1 0.0 -0.1
H 4.701936 1.770604 1.234781 0.0 0.0 0.0
H 3.568905 0.425671 1.199752 0.2 0.0 0.0
H 4.723199 0.569474 2.542821 0.1 0.0 0.0
H 2.711886 3.245502 0.968061 -0.1 0.0 -0.1
H 1.526389 3.408678 2.262558 0.0 0.0 0.0
Br -3.196064 2.019844 -2.714313 -0.1 0.0 -0.1
C -1.589690 1.749390 -3.688531 0.2 0.1 -0.1
C -1.659081 1.321555 -5.004676 0.0 0.0 -0.1
C -0.458992 1.208814 -5.691369 0.0 0.0 0.1
C 0.723967 1.517631 -5.038675 0.1 0.0 0.0
C 0.670297 1.924987 -3.713343 0.1 0.0 0.0
N -0.479724 2.041133 -3.049733 -0.3 0.0 -0.1
H -2.612151 1.109790 -5.467594 0.0 0.0 0.0
H -0.448935 0.896300 -6.727096 0.0 0.0 0.0
H 1.677168 1.449434 -5.545609 0.0 0.0 0.1
H 1.571921 2.163473 -3.158382 0.1 -0.1 0.0
```
Positions in Å, forces in eV/Å.


| no. | strongest force on any atom (eV/Å) | DFT total energy (Eh) |
| --- | --- | --- |
| 1 | 4.3 | -115.700148 |
| 2 | 3.6 | -1047.009886 |
| 3 | 5.4 | -580.497761 |
| 4 | 1.1 | -8950.660921 |